## 1
2 unconnected molecules or ions with the total composition C5H13NO3, computed with ωB97M-V/def2-TZVPD.

The geometry in ORCA input format:
```
! wB97M-V def2-TZVPD RIJCOSX def2/J DEFGRID3
* xyz 0 1
C 0.034 1.073 2.618
C 0.522 0.035 1.608
O 1.606 -0.720 2.144
O -0.465 -0.905 1.301
N 0.899 0.731 0.404
C 1.446 0.097 -0.536
O 1.758 -1.184 -0.616
H -0.863 1.541 2.226
H 0.796 1.836 2.750
H -0.180 0.595 3.571
H 2.300 -0.120 2.435
H -0.763 -1.327 2.121
H 1.741 0.656 -1.417
H 1.477 -1.644 0.195
C -1.248 -0.785 -2.062
C -1.321 0.619 -2.640
H -1.162 -0.751 -0.978
H -0.394 -1.323 -2.468
H -2.150 -1.347 -2.310
H -1.389 0.586 -3.726
H -0.441 1.195 -2.362
H -2.202 1.141 -2.258
*
```

Values from the calculation:
SMILES string: CC(O)(O)/N=C\O.CC
HOMO energy, eV: -10.160



## 2
2 unconnected molecules or ions with the total composition C5H13NO3, computed with ωB97M-V/def2-TZVPD.

The geometry in ORCA input format:
```
! wB97M-V def2-TZVPD RIJCOSX def2/J DEFGRID3
* xyz 0 1
C 0.701 -0.028 2.733
C 0.579 -0.412 1.262
N 0.015 -1.762 1.088
C -0.284 0.635 0.509
C -0.303 0.530 -1.083
C -1.701 0.145 -1.422
O -2.408 0.879 -2.085
O -1.952 -1.154 -1.316
H -0.249 -0.072 3.296
H 1.233 -0.758 3.372
H 1.197 0.923 2.770
H 1.565 -0.411 0.792
H -0.922 -1.895 1.466
H -0.053 -2.007 0.109
H -1.360 0.604 0.786
H -0.081 1.675 0.832
H 0.516 -0.178 -1.227
H -0.108 1.578 -1.354
H -2.882 -1.392 -1.302
O 2.464 1.237 -3.091
H 2.432 0.312 -3.313
H 1.601 1.551 -2.823
*
```

Values from the calculation:
SMILES string: C[C@@H](N)CCC(=O)O.O
HOMO energy, eV: -9.333



The structure with the least stability is 2.